1.
Molecular formula: C9H18CsNO
Method: DFT, the ωB97M-V functional and the def2-TZVPD basis

XYZ file:
```
30
Properties=species:S:1:pos:R:3:forces:R:3
Cs -7.554 9.208 -13.145 -2.9596 -0.4247 3.3271
O -6.295 6.981 -13.124 0.0536 0.2532 -2.8108
N -6.034 7.150 -14.613 0.7222 -0.1607 -0.2677
C -7.087 6.706 -15.624 -1.0901 1.0256 0.5259
C -4.595 8.113 -16.440 -0.0972 -0.9256 -0.0530
C -6.599 6.752 -17.094 -0.1561 -0.5482 -0.1531
C -5.719 7.850 -17.500 3.9370 1.7601 1.3173
C -7.637 5.267 -15.341 0.9182 0.5176 -0.2539
C -5.054 8.265 -14.989 -0.8162 -0.1480 1.3233
C -8.354 7.653 -15.565 0.6308 -0.4574 0.0704
C -5.630 9.725 -14.908 1.4030 0.8519 -0.7988
C -3.797 8.187 -14.000 -1.8151 -0.0149 -1.2009
H -3.494 7.141 -13.984 0.2051 0.1721 0.1096
H -3.929 8.919 -16.747 -0.2440 0.4116 0.1178
H -6.145 5.789 -17.328 0.1398 0.0011 -0.0559
H -6.185 8.800 -17.763 -0.4498 -0.0723 0.1264
H -3.928 7.252 -16.466 -0.0766 -0.3934 0.0549
H -5.073 7.586 -18.337 -0.6052 -0.1603 -0.5859
H -4.113 8.499 -13.004 0.1331 -0.1490 -0.0149
H -6.513 9.916 -15.518 -0.0761 -0.3080 -0.2593
H -5.894 10.117 -13.926 2.2268 0.4839 -1.1286
H -9.149 7.349 -16.247 -0.0953 -0.2884 0.2280
H -3.031 8.859 -14.387 0.1668 -0.1086 0.0604
H -7.997 4.812 -16.263 -0.5272 0.4079 -0.1665
H -8.665 7.659 -14.520 -0.7890 -0.6263 -0.6782
H -8.112 8.681 -15.835 0.1372 0.0533 -0.1989
H -7.327 6.987 -17.870 -1.4385 -1.2366 0.6003
H -8.426 5.296 -14.590 0.2421 -0.2411 0.0653
H -4.884 10.398 -15.331 0.2322 0.0651 0.0762
H -6.828 4.582 -15.088 0.0880 0.2600 0.6235
```
Forces are in eV/Å.

Values from the calculation:
LUMO level in eV: -0.223
Kohn-Sham gap in eV: 5.80

---

2.
Molecular formula: C2H6OS2
Method: DFT, the ωB97M-V functional and the def2-TZVPD basis

XYZ file:
```
11
Properties=species:S:1:pos:R:3:forces:R:3
S 0.059 -1.415 0.845 -1.4258 0.1294 -0.2027
S -1.932 -0.783 1.245 0.9871 -0.0066 0.0469
O 0.288 1.991 -0.445 -0.5008 -0.2403 -0.7071
C 0.041 -1.162 -0.945 0.5555 0.6857 0.1785
C 1.079 2.094 0.552 0.4571 0.2152 0.5739
H -2.582 -1.713 0.539 -0.0022 -0.2997 0.0116
H -0.401 -0.189 -1.166 -0.1488 0.0295 0.1912
H 1.087 -1.013 -1.223 0.0240 -0.3397 -0.1291
H -0.427 -1.981 -1.482 0.0224 -0.1261 -0.0068
H 0.819 2.730 1.422 0.1486 -0.1710 -0.0510
H 1.969 1.442 0.658 -0.1171 0.1234 0.0944
```
Forces are in eV/Å.

Values from the calculation:
LUMO level (spin up / spin down) in eV: 3.096 / 3.058
Multiplicity: 2
Net charge: -1
Kohn-Sham gap (spin up / spin down) in eV: 2.59 / 5.95

---

The evaluated energy relative to the best compared isomer or geometry (same formula, charge and spin) for the records listed, in turn: 2.8884, 0.8925 eV.
The evaluated DFT total energy for the records listed, in turn: -503.67032, -951.34792 Ha.